(1)
The following is a DFT calculation (ωB97M-V with the def2-TZVPD basis set) of 15 unconnected molecules or ions with the total composition C6H40NO14.

Geometry as XYZ:
```
61
C6H40NO14 ωB97M-V with the def2-TZVPD basis set
C -2.8101 1.2456 -0.2021
N -1.4709 1.5012 -0.7866
C -1.0144 2.8753 -0.8600
C 0.1216 2.8695 -1.9248
O 1.1496 3.4752 -1.8453
C -2.9061 -0.2968 -0.1012
C -4.0228 -1.9013 1.4497
C -2.7183 -1.0223 1.2388
H -2.8597 1.6454 0.8107
H -3.5449 1.6447 -0.9417
H -0.8240 0.9840 -0.1801
H -1.8595 3.5384 -1.2090
H -0.6644 3.3781 0.0016
H -0.0819 2.1998 -2.7861
H -1.7573 -2.8438 -3.3680
H -3.8708 -0.5633 -0.5207
H -2.3365 -0.8002 -0.8704
H -4.1320 -2.7786 0.8036
H -4.0023 -2.3415 2.4638
H -4.9028 -1.3238 1.2729
H -2.7742 -0.3516 2.0693
H -1.7246 -1.4985 1.2470
H -1.2550 0.7253 2.9965
H -1.4741 1.5881 1.9054
O -1.6559 1.5996 2.8530
H 1.0984 -2.0511 -0.2358
H -0.0082 -2.9265 1.0426
O 0.7610 -2.3536 1.0273
H 0.8941 -0.2170 -2.7733
H 1.6765 0.1340 -4.0056
O 0.8618 0.3637 -3.5468
H 1.9462 -3.0760 0.9388
H 2.5490 -4.3888 1.1099
O 2.9461 -3.5587 0.8147
H -1.6841 -2.6173 -4.0729
H 2.1420 -2.3558 -1.3804
O 1.3934 -1.7346 -1.2788
H 2.9691 2.5002 0.2317
H 2.8129 3.8818 -0.4374
O 3.0656 3.4504 0.3983
H 1.4384 2.4745 1.8495
H 1.0818 1.5985 0.7098
O 0.6640 2.0254 1.4871
H -0.0382 -1.0489 4.5726
H -0.2911 0.3818 4.5979
O -0.7783 -0.4467 4.7655
H 2.4590 0.0394 0.8396
H 1.8610 -0.4733 -0.6137
O 1.9584 0.3502 0.0706
H 3.2825 -0.7622 -1.4797
H 4.1004 0.6020 -1.1057
O 3.9310 -0.1150 -1.7133
H 0.2334 -2.8052 -1.9249
H 0.2979 -4.3641 -2.2257
O -0.2891 -3.6463 -1.9894
H 2.1517 -2.5161 3.4708
H 1.2349 -1.9568 2.4881
O 1.5071 -1.7926 3.4474
H -2.9328 -0.2597 -4.0706
H -1.9579 0.0020 -2.9436
O -2.8106 0.2960 -3.2828
```

The charge is -1. Its orbital gap is 9.1 eV. Its LUMO energy is 0.097 Eh. The energy relative to the best compared isomer or geometry (same formula, charge and spin) is 479.7 kJ/mol.


(2)
The following is a DFT calculation (ωB97M-V with the def2-TZVPD basis set) of 14 unconnected molecules or ions with the total composition C6H40NO14.

Geometry as XYZ:
```
61
C6H40NO14 ωB97M-V with the def2-TZVPD basis set
C -3.0952 -0.9035 -1.0937
O -3.5014 -0.7260 0.2617
C -2.1696 0.1974 -1.6035
C -0.6769 -0.1148 -1.4738
C -0.2182 -0.0475 -0.0212
C 1.2320 -0.4999 0.2081
C 2.2894 0.5433 -0.1706
N 2.1425 1.8328 0.4571
H -4.0254 -1.0002 -1.6721
H -2.5624 -1.8736 -1.1347
H -2.3618 1.1053 -1.0353
H -2.4117 0.3957 -2.6664
H -0.4397 -1.0970 -1.9125
H -0.0915 0.5701 -2.0906
H -0.8617 -0.6646 0.5981
H -0.3315 0.9728 0.3165
H 1.3163 -0.7748 1.2638
H 1.4420 -1.4232 -0.3240
H 2.3393 0.6714 -1.2488
H 3.2938 0.1797 0.1363
H 1.6709 2.5322 -0.1363
H 1.5622 1.7885 1.3160
H -2.8093 -2.0371 1.2086
H -1.8722 -2.1784 2.4074
O -2.2958 -2.7244 1.7076
H 3.3022 2.1400 -3.5555
H 1.9859 2.3072 -2.7531
O 2.4551 1.7099 -3.3933
H 1.0126 0.1479 4.0267
H 0.2707 1.4226 3.4490
O 0.4133 0.8758 4.2580
H -1.9676 -0.1455 2.8714
H -0.9491 -0.2194 3.9537
O -1.6174 -0.7992 3.5211
H -3.0505 0.0583 0.6725
H -3.1368 1.6963 2.2230
O -2.4475 1.1678 1.8016
H 1.5651 0.7500 -4.5767
H 0.2695 -0.0398 -4.6937
O 1.1411 0.0415 -5.1089
H -0.5588 3.2028 2.8008
H -1.4926 1.7401 1.9842
O -0.3799 2.4739 2.1948
H 1.1555 4.4520 -2.1045
H 0.4022 3.3882 -1.2267
O 1.1960 3.5190 -1.8417
H 2.3547 -4.1175 0.4730
H 0.8776 -4.3060 0.7235
O 1.7740 -4.4618 1.1553
H 2.4026 -1.0926 -3.8154
H 2.7978 -0.0100 -2.8478
O 2.8445 -0.9796 -2.9597
H -0.4799 3.1834 0.8365
H -1.4864 2.9182 -0.3527
O -0.7616 3.5049 -0.1064
H -0.3595 -3.1962 -0.6862
H -1.1763 -3.4379 0.6268
O -0.5574 -3.8780 -0.0391
H 1.8450 -3.4693 2.5591
H 0.9406 -2.4795 3.3659
O 1.8510 -2.7917 3.2667
```

The charge is 0. Its orbital gap (alpha / beta) is 9.9 / 5.0 eV. As for the multiplicity: 2. The expectation value of S² is 0.754. Its LUMO energy (alpha / beta) is -0.017 / -0.198 Eh. The energy relative to the best compared isomer or geometry (same formula, charge and spin) is 0.0 kJ/mol.


(3)
The following is a DFT calculation (ωB97M-V with the def2-TZVPD basis set) of 14 unconnected molecules or ions with the total composition C6H40NO18S.

Geometry as XYZ:
```
66
C6H40NO18S ωB97M-V with the def2-TZVPD basis set
C 48.7150 37.8390 50.4290
O 47.5320 38.2090 51.0310
C 47.3680 39.6810 51.0460
C 45.9870 40.0100 51.8890
N 45.5250 41.3660 51.6820
H 45.2560 41.4280 50.6790
H 44.7660 41.5620 52.5150
C 46.5960 42.3430 52.0220
C 45.9480 43.7730 52.0740
O 46.8850 44.7130 51.7330
C 46.4710 45.9750 51.6370
H 48.8670 37.9680 49.2530
H 48.8820 36.7830 50.6250
H 49.5790 38.3560 50.8500
H 47.0880 39.8680 49.9890
H 48.2000 40.2300 51.2870
H 45.9550 39.6260 52.9030
H 45.3180 39.2870 51.3360
H 47.3370 42.1700 51.1850
H 47.1900 42.2570 53.0330
H 45.4910 43.8820 52.9820
H 45.0320 43.8670 51.5760
H 46.1090 46.2700 52.5470
H 45.8700 45.9990 50.6190
H 47.3850 46.5870 51.2270
S 45.0860 41.5090 47.7690
O 43.8720 41.7890 47.1190
O 44.8270 41.4550 49.1740
O 45.5020 40.1280 47.3790
O 46.1700 42.4330 47.4760
O 41.6340 40.6600 46.9830
H 42.4460 41.1710 46.9520
H 41.8370 39.8130 47.4710
O 44.7960 38.2130 45.6130
H 45.4610 38.3720 44.8680
H 45.0880 38.7690 46.4850
O 48.6810 42.1290 47.1540
H 47.6600 42.3520 47.3860
H 48.5800 42.0080 46.2320
O 43.4840 42.0720 44.4000
H 44.0770 42.7510 44.1490
H 43.4440 42.0620 45.2900
O 42.4570 39.4090 44.6790
H 42.4910 40.3290 45.0070
H 43.2970 39.0620 45.0760
O 43.1140 39.7240 49.9360
H 42.4220 40.2050 50.4810
H 43.7650 40.3340 49.8430
O 47.8080 39.4570 47.1010
H 46.8540 39.5490 47.3270
H 48.1770 40.2090 47.4050
O 43.0370 43.1910 50.3710
H 43.5900 42.3730 50.0680
H 43.3100 43.9240 49.8170
O 42.7220 44.0770 46.7630
H 43.0940 43.0530 46.7690
H 41.7280 44.0580 46.6090
O 46.9630 44.3660 45.7900
H 47.6870 43.9760 45.3090
H 46.6250 43.5460 46.3300
O 45.1850 37.8500 48.8210
H 45.3550 38.6200 48.5610
H 44.3310 37.6750 49.0130
O 47.1750 44.5170 48.7350
H 46.8100 43.7140 48.3500
H 47.2010 44.4140 49.6870
```

The charge is -1. Its orbital gap is 7.5 eV. Its LUMO energy is 0.047 Eh. The energy relative to the best compared isomer or geometry (same formula, charge and spin) is 113.9 kJ/mol.


(4)
The following is a DFT calculation (ωB97M-V with the def2-TZVPD basis set) of 14 unconnected molecules or ions with the total composition C6H41NO13.

Geometry as XYZ:
```
61
C6H41NO13 ωB97M-V with the def2-TZVPD basis set
C 0.9768 1.8264 -3.3007
C 0.3027 0.4048 -2.9314
C 0.6727 -0.2958 -1.7029
C 2.0367 -0.9627 -1.7798
C 2.0458 -2.3699 -1.1420
N 1.8328 -2.1527 0.3361
C 2.8251 -2.9678 1.1392
H 1.1160 2.4765 -2.4978
H 0.4367 2.3207 -4.0288
H 1.9366 1.4456 -3.8182
H -0.7737 0.3931 -2.8875
H 0.3400 -0.1864 -3.9709
H 0.8338 0.4204 -0.8821
H -0.2469 -0.8073 -1.3479
H 2.8371 -0.2654 -1.4743
H 2.2778 -1.1277 -2.8573
H 3.0531 -2.8895 -1.4613
H 1.2821 -2.9477 -1.5993
H 0.7829 -2.2061 0.4421
H 3.4366 -2.1005 1.4583
H 2.3616 -3.4099 2.0376
H 3.3973 -3.6740 0.6525
H -2.1698 2.0268 2.2470
H -0.8920 2.8199 2.2298
O -1.6065 2.4876 2.9030
H 1.1452 -0.2955 2.5708
H 2.2427 -0.5290 1.5406
O 2.0686 -0.0485 2.3736
H -2.1963 -3.2858 0.6092
H -1.6562 -2.9947 2.1420
O -1.5492 -2.7276 1.2537
H -0.9275 -0.4969 1.9097
H -1.3925 -1.0628 0.6911
O -0.8873 -0.3300 0.9984
H 1.2054 4.5936 -0.3562
H 1.2017 3.1378 0.1564
O 0.9228 3.7068 -0.4914
H 3.6465 2.4504 1.6514
H 2.4604 1.5011 1.9082
O 2.6920 2.4037 1.6882
H -2.2418 -0.2823 -1.7944
H -3.1369 -0.7265 -0.5905
O -2.6805 -1.0449 -1.3516
H -1.5850 2.6087 -1.8917
H -0.4867 2.7115 -0.8866
O -1.2304 2.1297 -1.2137
H -4.9609 -0.5965 -0.4038
H -4.8746 -0.1353 1.1103
O -4.7744 -0.8577 0.4635
H -4.1307 -2.4006 0.5683
H -3.6174 -2.9394 -0.7564
O -3.8628 -3.2050 0.1087
H -0.6945 1.1388 3.8234
H -1.5669 0.0070 4.2295
O -0.9035 0.2020 3.5645
H -2.7788 1.6188 -0.2577
H -2.2924 0.7137 0.7456
O -3.1697 1.1902 0.6066
H 3.2834 1.2299 -0.0078
H 4.0868 2.3906 0.1090
O 3.5462 1.9665 -0.5843
```

The charge is 0. Its orbital gap is 8.9 eV. Its LUMO energy is 0.007 Eh. The energy relative to the best compared isomer or geometry (same formula, charge and spin) is 476.8 kJ/mol.


(5)
The following is a DFT calculation (ωB97M-V with the def2-TZVPD basis set) of 14 unconnected molecules or ions with the total composition C6H41NO14.

Geometry as XYZ:
```
62
C6H41NO14 ωB97M-V with the def2-TZVPD basis set
C 2.5602 -0.5305 0.8523
O 3.0274 -0.2927 -0.5300
C 1.6880 0.5822 1.3510
C 0.2230 0.7039 0.9601
C -0.0414 1.4894 -0.3377
C -1.4871 1.3369 -0.9167
C -2.2510 0.0480 -0.6098
N -3.4739 -0.0459 -1.4714
H 3.5015 -0.8230 1.3353
H 2.0231 -1.4687 0.7620
H 2.4959 0.0186 -1.2758
H 2.0939 1.5954 1.1226
H 1.7416 0.6735 2.4494
H -0.2097 -0.3292 0.9431
H -0.2372 1.0918 1.9048
H 0.5841 1.0431 -1.1216
H 0.0971 2.5625 -0.1915
H -1.2563 1.5438 -1.9480
H -2.1405 2.1136 -0.4772
H -1.6642 -0.8796 -0.7729
H -2.4545 -0.0534 0.4683
H -3.7108 -1.0389 -1.5726
H -3.1481 0.3375 -2.3474
H 0.2597 0.6319 -4.0508
H -1.2510 1.0864 -4.5225
O -0.7048 0.4806 -4.0231
H -2.7728 -1.5160 2.9821
H -1.3734 -1.5806 3.8147
O -1.8365 -1.3072 3.0206
H -0.1136 -3.2716 2.4643
H 0.9775 -2.8900 1.4428
O 0.7136 -2.7865 2.3726
H 1.6901 -2.5867 -0.9745
H 0.0742 -2.8289 -0.9284
O 0.9150 -2.8051 -0.4560
H -0.2207 -2.9838 -3.6580
H -0.7829 -1.5577 -3.4195
O -0.6886 -2.4336 -3.0224
H 2.0477 3.8017 0.8332
H 1.9935 4.2575 -0.6666
O 2.5859 4.1050 0.0700
H -0.0491 2.7583 1.5808
H 0.2159 3.9704 2.4969
O 0.4408 3.5863 1.6435
H -0.5043 -0.4451 3.7514
H 1.0097 -0.8312 3.4462
O 0.4219 -0.2187 3.9032
H 2.5711 0.2423 -3.5196
H 2.0727 1.6077 -3.0762
O 1.7879 0.6940 -3.1891
H 4.3002 1.0000 -1.6583
H 3.6245 2.3336 -1.4581
O 3.8945 1.7184 -2.1633
H -2.1783 1.5476 3.8783
H -0.7115 1.4823 3.5986
O -1.5064 1.9800 3.3264
H -2.7508 -3.0361 -0.9988
H -3.0220 -2.9907 -2.4774
O -3.4836 -2.9165 -1.6333
H -1.0987 -2.5654 0.9192
H -2.5654 -2.5187 1.2003
O -1.9431 -2.8923 0.5746
```

The charge is 0. Its orbital gap is 8.2 eV. Its LUMO energy is -0.007 Eh. The energy relative to the best compared isomer or geometry (same formula, charge and spin) is 366.5 kJ/mol.


(6)
The following is a DFT calculation (ωB97M-V with the def2-TZVPD basis set) of 14 unconnected molecules or ions with the total composition C6H41NO14.

Geometry as XYZ:
```
62
C6H41NO14 ωB97M-V with the def2-TZVPD basis set
C 1.9857 -1.6185 -0.0478
C 1.3823 -2.5367 0.9979
O -0.0732 -2.6203 0.8013
C 2.1829 -0.1569 0.3235
N 1.3958 0.6749 -0.6216
C 1.9012 2.0678 -0.6595
C 1.1411 2.9093 -1.7690
C -0.0173 0.6946 -0.2218
H 2.9422 -2.1270 -0.2523
H 1.4107 -1.6146 -0.9789
H 1.7530 -3.5537 1.0108
H 1.3723 -2.1105 2.0082
H -0.2513 -2.1853 -0.0444
H 1.8719 0.0982 1.3483
H 3.2077 0.2247 0.2243
H 1.9071 2.5372 0.3136
H 2.8784 2.0686 -1.1181
H 0.0508 2.8343 -1.7727
H 1.3828 2.5085 -2.7659
H 1.4543 3.9255 -1.5945
H -0.4770 1.6669 -0.3656
H -0.2363 0.4186 0.8184
H -0.5766 -0.0214 -0.8559
H -1.3021 -2.6460 -1.2971
H -0.1286 -2.5996 -2.3183
O -0.7441 -2.0098 -1.7941
H -2.4753 1.6338 -2.7371
H -2.5070 0.8931 -1.4032
O -2.6518 1.7637 -1.7962
H -3.6558 -1.2729 -0.5437
H -4.3683 -0.4845 0.6107
O -3.5760 -0.5324 0.0665
H 3.3389 1.8510 1.8613
H 3.7759 3.2523 1.5867
O 4.0913 2.3448 1.5102
H -2.7108 2.8098 -0.3388
H -2.3823 4.2921 0.2289
O -2.7319 3.4219 0.4145
H 2.5285 -0.2618 -2.2686
H 3.7364 -0.8297 -3.0993
O 2.8481 -1.0191 -2.7876
H -0.1904 0.6462 -2.6379
H -0.8076 -0.7037 -2.7789
O -0.7819 0.1795 -3.2457
H -0.2545 2.1570 2.4926
H 0.8223 3.0763 3.0722
O 0.7453 2.2459 2.5902
H 0.8663 -2.5278 -3.9362
H 1.9279 -2.5202 -2.8463
O 1.2206 -3.0765 -3.2243
H -1.4541 0.6875 4.6057
H -0.1083 0.1858 4.1173
O -0.7494 0.0694 4.8269
H -2.5743 -0.9218 1.5381
H -1.1894 -1.2044 2.0409
O -2.0436 -0.8783 2.3611
H -2.0632 0.9816 2.2505
H -2.2063 2.5138 1.9071
O -1.8661 1.8811 2.5741
H -1.5159 -4.7418 -0.7612
H -1.4000 -3.9830 0.5402
O -1.8836 -3.9778 -0.3011
```

The charge is 0. Its orbital gap is 9.3 eV. Its LUMO energy is 0.004 Eh. The energy relative to the best compared isomer or geometry (same formula, charge and spin) is 233.6 kJ/mol.